Record 1
32
Properties=species:S:1:pos:R:3 method="wB97M-V/def2-TZVPD" total_charge=+2 homo_energy_ev="-15.399 / -15.374" e_lumo_ev="-8.8963 / -9.4998" total_energy_ha=-2373.670304 gap_ev="6.503 / 5.874" multiplicity=4 de_lowest_kj_mol=0.00
Mn -0.0042 -0.0451 -0.0441
Cl -2.3455 3.6013 -2.0218
O 2.4468 1.3673 1.3309
O -2.2597 1.9571 0.8190
N -0.2705 -0.7160 2.0033
N -0.5720 -2.0149 5.9538
C 0.4945 0.7647 -3.3502
C -1.0475 -0.7884 -1.9216
C 0.2379 -0.3028 -2.3459
C -1.4085 1.2644 0.4658
C -0.4251 -0.2305 4.3634
C -0.3414 -2.0368 2.3031
C 1.2330 -1.0787 -1.6500
C -0.4476 -2.5023 3.6112
C 0.5697 -2.0597 -0.8476
C -0.3114 0.1734 3.0306
C -0.8510 -1.8778 -1.0138
C -0.4873 -1.6010 4.6968
C 1.5195 0.8863 0.7967
H -0.6011 -2.9677 6.1926
H -0.3012 -2.7599 1.4655
H -0.3180 1.5098 -3.3110
H 0.5605 0.3575 -4.3724
H -1.6384 -2.5234 -0.6004
H -0.5925 -1.3866 6.7099
H -0.4888 -3.5760 3.7790
H -0.4481 0.5294 5.1484
H 1.4470 1.2692 -3.1189
H -0.2456 1.2544 2.8064
H -2.0104 -0.4271 -2.3136
H 2.3207 -0.9867 -1.8008
H 1.0545 -2.8670 -0.2819

---

Record 2
18
Properties=species:S:1:pos:R:3 method="wB97M-V/def2-TZVPD" homo_energy_ev="-7.410 / -7.410" e_lumo_ev="-0.3300 / -0.3293" total_energy_ha=-609.141777 gap_ev="7.080 / 7.081" multiplicity=1 de_lowest_kj_mol=773.13
O -2.5821 -0.0288 0.0102
O -1.9079 -2.3359 0.3891
O 2.2044 1.5949 1.0697
O -2.6491 2.2917 -0.3849
C -0.6057 0.9891 -0.2518
C 1.0741 -0.6521 0.2675
C 1.8854 -0.9881 -0.9675
C -1.6062 -1.0003 0.1390
C -1.8939 1.1814 -0.2144
C 2.4704 0.2575 -0.9436
C 1.6722 0.7304 0.1645
C -0.3827 -0.3972 0.0464
H 2.0700 -1.8791 -1.4717
H 2.1449 1.1763 1.9580
H -3.6503 2.1663 -0.6547
H -2.3915 -2.5561 1.2925
H 3.0357 0.7946 -1.7037
H 1.1124 -1.3448 1.2554

---

Record 3
16
Properties=species:S:1:pos:R:3 method="wB97M-V/def2-TZVPD" homo_energy_ev=-10.051 e_lumo_ev=0.9356 total_energy_ha=-363.005131 gap_ev=10.987 multiplicity=1 de_lowest_kj_mol=211.10
O 1.1306 -0.4891 -1.3377
O 1.1499 -1.8570 0.4838
N -0.0281 0.7396 0.7850
C 0.5855 -1.2874 -0.4116
C -1.1613 0.2110 0.9992
C -2.4974 0.7720 0.6216
C 2.5052 -0.1715 -1.1365
H -3.2570 -0.0015 0.4759
H 3.0443 -1.0507 -0.7813
H -0.4900 -1.3743 -0.6327
H 2.8809 0.1554 -2.1066
H -2.4345 1.3965 -0.2756
H -1.1603 -0.7526 1.5256
H 2.5964 0.6319 -0.3982
H -0.1012 1.5685 0.1931
H -2.8143 1.4004 1.4601

---

Record 4
32
Properties=species:S:1:pos:R:3 method="wB97M-V/def2-TZVPD" total_charge=+2 homo_energy_ev=-15.177 e_lumo_ev=-8.1273 total_energy_ha=-1765.081690 gap_ev=7.049 multiplicity=1
Sc -0.2174 0.3019 -0.1070
O -3.9236 2.5095 -0.1231
O 3.0113 2.7150 -0.1115
O -2.3835 0.8802 -0.1365
O 1.5082 1.0100 -0.1744
N -1.1052 -3.9322 -0.2413
N -0.5109 -1.8177 -0.1194
N -0.4486 2.5040 -0.1208
C 0.2626 -3.9541 0.0331
C 0.6399 -2.6195 0.1111
C -0.5715 5.2267 -0.1336
C 1.1573 -5.0007 0.2162
C -1.6361 3.1096 -0.1213
C 0.6755 3.2052 -0.1329
C -1.7558 4.4787 -0.1277
C -1.5102 -2.6752 -0.3205
C 0.6615 4.5912 -0.1370
C 2.8568 -3.3004 0.5661
C 1.9617 -2.2672 0.3820
C -2.7084 2.0805 -0.1269
C 2.4611 -4.6451 0.4846
C 1.9000 2.3172 -0.1407
H 0.8516 -6.0366 0.1533
H -2.5320 -2.3960 -0.5220
H 3.8923 -3.0712 0.7767
H 3.2005 -5.4195 0.6354
H 2.2991 -1.2409 0.4390
H -0.6228 6.3075 -0.1379
H -1.6990 -4.7407 -0.3615
H 1.5953 5.1377 -0.1440
H -2.7277 4.9534 -0.1294
H -4.5821 1.7888 -0.1282

---

Record 5
3
Properties=species:S:1:pos:R:3 method="wB97M-V/def2-TZVPD" total_charge=+3 homo_energy_ev="-24.961 / -25.049" e_lumo_ev="-16.0971 / -15.8915" total_energy_ha=-4874.665327 gap_ev="8.864 / 9.158" multiplicity=11 de_lowest_kj_mol=0.04
Br -0.3694 0.2073 0.2153
Mn -1.2900 -1.9025 -0.8735
Mn 1.6594 1.6952 0.6582

---

Record 6
15
Properties=species:S:1:pos:R:3 method="wB97M-V/def2-TZVPD" homo_energy_ev=-9.817 e_lumo_ev=0.8320 total_energy_ha=-1115.612270 gap_ev=10.649 multiplicity=1 de_lowest_kj_mol=243.69
Cl 0.3794 1.4988 -1.4461
Cl 1.4002 -1.6823 0.1782
C -1.2289 -1.3877 -0.7123
C 0.3760 0.8573 0.2453
C 1.5725 1.1827 1.0876
C 0.0863 -0.6185 0.4285
C -1.9033 -0.7395 -1.6165
H 2.5242 0.9346 0.5698
H -0.5183 1.3003 0.6025
H -2.6929 -1.1352 -2.2192
H -0.2609 -0.7429 1.4370
H 1.4795 0.4719 1.9356
H -1.6061 0.2419 -1.8760
H -1.3313 -2.3647 -0.2282
H 1.7239 2.1833 1.6136